[1]
Formula: C3H5N5
Source: the OMol25 dataset
Level of theory: wB97M-V/def2-TZVPD

CARTESIAN COORDINATES (ANGSTROEM)
1 C 2.26 -0.12 -0.03
2 C -2.00 -0.55 -0.21
3 C -0.45 0.82 0.06
4 H 1.64 0.76 0.67
5 H 3.52 0.06 -0.46
6 H -0.96 -2.29 0.47
7 H -2.93 -1.06 0.10
8 H -0.24 2.53 -0.52
9 N 1.37 -0.98 -0.39
10 N 0.17 -0.44 0.28
11 N -0.83 -1.36 0.15
12 N -1.76 0.79 -0.27
13 N 0.22 1.85 0.16

Output
- DFT total energy (hartree) = -390.8907
- HOMO energy (eV) = -8.51
- charge = 0
- gap between HOMO and LUMO (Eh) = 0.328

Atom charges from the Mulliken analysis, given in e for atoms 1 to 5: -0.28 -0.08 0.52 0.38 0.26

=====

[2]
Formula: C3H5N5O
Source: the OMol25 dataset
Level of theory: wB97M-V/def2-TZVPD

CARTESIAN COORDINATES (ANGSTROEM)
1 C -1.06 1.03 -0.01
2 C 1.36 1.22 0.07
3 C 1.60 -1.30 0.01
4 H -3.36 -1.08 -0.22
5 H -1.61 -1.39 -0.18
6 H -0.95 2.11 -0.07
7 H 1.02 2.35 0.11
8 H 1.73 -2.41 0.13
9 N -2.45 -0.81 0.19
10 N -2.21 0.52 -0.15
11 N 0.22 0.39 0.22
12 N 2.58 0.89 -0.02
13 N 0.36 -0.92 -0.05
14 O 2.76 -0.59 -0.03

Output
- DFT total energy (hartree) = -466.1674
- HOMO energy (eV) = -8.20
- charge = 0
- gap between HOMO and LUMO (Eh) = 0.320

Atom charges from the Mulliken analysis, given in e for atoms 1 to 5: 0.13 0.17 -0.06 0.26 0.32

=====

[3]
Formula: C3H5N5O
Source: the OMol25 dataset
Level of theory: wB97M-V/def2-TZVPD

CARTESIAN COORDINATES (ANGSTROEM)
1 C 0.30 0.35 -0.57
2 C -0.99 0.32 1.46
3 C -0.45 -0.43 0.43
4 H 1.16 -1.61 -2.63
5 H 2.13 -1.58 -1.31
6 H -1.36 2.30 2.14
7 H -1.59 -0.08 2.31
8 H -0.01 -1.91 -0.48
9 N 1.19 -1.40 -1.64
10 N 1.12 0.05 -1.52
11 N 0.30 1.75 -0.41
12 N -0.26 2.32 0.47
13 N -0.98 1.66 1.40
14 O -0.56 -1.74 0.34

Output
- DFT total energy (hartree) = -466.2225
- HOMO energy (eV) = -7.99
- charge = 0
- gap between HOMO and LUMO (Eh) = 0.322

Atom charges from the Mulliken analysis, given in e for atoms 1 to 5: 0.54 -0.52 0.52 0.24 0.23

=====

[4]
Formula: C3H5NO
Source: the OMol25 dataset
Level of theory: wB97M-V/def2-TZVPD

CARTESIAN COORDINATES (ANGSTROEM)
1 O -1.46 -0.29 -1.30
2 C -0.26 0.17 -0.80
3 C -0.44 -1.25 -0.89
4 C 0.80 0.77 1.26
5 N -0.06 0.98 0.27
6 H -0.75 -1.88 -0.06
7 H 0.09 -1.77 -1.69
8 H 1.13 -0.25 1.41
9 H 1.39 1.60 1.64
10 H -0.44 1.92 0.17

Output
- DFT total energy (hartree) = -247.1445
- HOMO energy (spin up / spin down) (eV) = -7.16 / -7.36
- charge = 0
- gap between HOMO and LUMO (spin up / spin down) (Eh) = 0.287 / 0.301

Atom charges from the Mulliken analysis, given in e for atoms 1 to 5: -0.39 0.04 -0.27 -0.52 -0.08

=====

[5]
Formula: C3H5NO
Source: the OMol25 dataset
Level of theory: wB97M-V/def2-TZVPD

CARTESIAN COORDINATES (ANGSTROEM)
1 O 1.95 0.17 0.33
2 C 0.83 -0.01 -0.08
3 C -0.36 0.93 0.33
4 C -1.48 -0.03 0.45
5 N 0.46 -1.00 -0.92
6 H -0.01 1.46 1.22
7 H -0.49 1.64 -0.50
8 H -1.51 -0.36 1.51
9 H -0.52 -1.11 -1.16
10 H 1.14 -1.70 -1.18

Output
- DFT total energy (hartree) = -247.1786
- HOMO energy (eV) = -9.18
- charge = 0
- gap between HOMO and LUMO (Eh) = 0.310

Atom charges from the Mulliken analysis, given in e for atoms 1 to 5: -0.57 0.40 -0.16 -0.45 -0.36

=====

[6]
Formula: C3H5NO
Source: the OMol25 dataset
Level of theory: wB97M-V/def2-TZVPD

CARTESIAN COORDINATES (ANGSTROEM)
1 C -0.76 -0.16 0.04
2 C -2.14 -0.48 0.09
3 C 1.57 0.24 0.05
4 N -1.42 0.67 -0.63
5 O 0.50 -0.56 0.61
6 H -2.78 -1.30 -0.38
7 H -2.85 -0.05 0.82
8 H 2.46 0.03 0.59
9 H 1.40 1.31 0.18
10 H 1.54 0.05 -1.12

Output
- DFT total energy (hartree) = -247.1864
- HOMO energy (eV) = -10.13
- charge = 0
- gap between HOMO and LUMO (Eh) = 0.408

Atom charges from the Mulliken analysis, given in e for atoms 1 to 5: 0.54 -0.32 -0.57 -0.48 -0.31

=====

[7]
Formula: C3H5NO
Source: the OMol25 dataset
Level of theory: wB97M-V/def2-TZVPD

CARTESIAN COORDINATES (ANGSTROEM)
1 C -0.75 -0.07 -0.23
2 C -2.06 -0.20 -0.74
3 C 1.50 0.20 0.46
4 N -0.86 -1.20 -0.86
5 O 0.11 0.65 0.49
6 H -2.93 -0.24 -0.10
7 H -2.30 0.34 -1.67
8 H 1.82 0.78 1.29
9 H 1.98 0.61 -0.42
10 H 1.65 -0.92 0.42

Output
- DFT total energy (hartree) = -247.2024
- HOMO energy (eV) = -9.76
- charge = 0
- gap between HOMO and LUMO (Eh) = 0.394

Atom charges from the Mulliken analysis, given in e for atoms 1 to 5: 0.56 -0.33 -0.59 -0.53 -0.36

=====

[8]
Formula: C3H5NO
Source: the OMol25 dataset
Level of theory: wB97M-V/def2-TZVPD

CARTESIAN COORDINATES (ANGSTROEM)
1 C 1.09 0.00 0.10
2 C -0.31 -0.44 0.49
3 C -1.05 0.40 -0.44
4 H 1.45 0.34 1.05
5 H 1.59 -0.92 -0.24
6 H -0.81 0.09 1.53
7 H -0.43 -1.55 0.44
8 H -2.13 -0.06 -0.90
9 N -0.45 1.11 -1.17
10 O 1.05 1.01 -0.85

Output
- DFT total energy (hartree) = -247.1606
- HOMO energy (eV) = -9.78
- charge = 0
- gap between HOMO and LUMO (Eh) = 0.389

Atom charges from the Mulliken analysis, given in e for atoms 1 to 5: -0.38 -0.28 -0.16 0.23 0.28

=====

[9]
Formula: C3H5NO
Source: the OMol25 dataset
Level of theory: wB97M-V/def2-TZVPD

CARTESIAN COORDINATES (ANGSTROEM)
1 O 1.34 -0.58 -0.90
2 C 0.78 -0.36 0.38
3 C -0.75 -0.25 0.30
4 C -1.11 1.02 -0.33
5 N -1.31 2.04 -0.84
6 H 1.13 0.18 -1.45
7 H 1.06 -1.22 0.99
8 H 1.20 0.54 0.86
9 H -1.20 -0.30 1.30
10 H -1.13 -1.07 -0.30

Output
- DFT total energy (hartree) = -247.2884
- HOMO energy (eV) = -11.03
- charge = 0
- gap between HOMO and LUMO (Eh) = 0.434

Atom charges from the Mulliken analysis, given in e for atoms 1 to 5: -0.51 -0.46 -0.29 0.19 -0.39

=====

[10]
Formula: C3H5NO
Source: the OMol25 dataset
Level of theory: wB97M-V/def2-TZVPD

CARTESIAN COORDINATES (ANGSTROEM)
1 C 0.69 -1.04 0.55
2 O -0.50 -0.89 -0.19
3 C -0.61 0.33 -0.86
4 C -0.88 1.44 0.08
5 N -1.10 2.28 0.85
6 H 0.55 -1.88 1.23
7 H 0.92 -0.14 1.14
8 H 1.54 -1.26 -0.12
9 H -1.44 0.25 -1.56
10 H 0.30 0.57 -1.43

Output
- DFT total energy (hartree) = -247.2663
- HOMO energy (eV) = -10.94
- charge = 0
- gap between HOMO and LUMO (Eh) = 0.432

Atom charges from the Mulliken analysis, given in e for atoms 1 to 5: -0.65 -0.33 -0.27 0.28 -0.37

=====

Q: Which of these has the highest DFT total energy?
A: number 4

=====

Q: Which value of DFT total energy does entry 3 give?
A: -466.2225 hartree

=====

Q: Which of these has the lowest DFT total energy?
A: number 3